{"formula": "C7H12N2O2S", "method": "wB97M-V/def2-TZVPD", "charge": 0, "gap_ev": 9.26, "total_energy_ha": -932.07473, "lumo_energy_ev": 0.2, "homo_energy_ev": -9.06, "smiles": "NCCCC[C@H]1SC(=O)NC1=O", "symbols": ["S", "O", "O", "N", "N", "C", "C", "C", "C", "C", "C", "C", "H", "H", "H", "H", "H", "H", "H", "H", "H", "H", "H", "H"], "coordinates": [[0.074147, -3.579007, -0.789544], [-0.466081, -0.294627, -2.905243], [-2.045361, -4.231924, -2.257085], [0.536900, 3.254905, 2.778487], [-0.894325, -2.397862, -2.972534], [-1.126887, -3.393194, -2.039447], [1.060666, 2.651811, 1.512501], [-0.424304, -1.404990, -2.308744], [-0.026465, 1.507991, 1.287363], [0.508614, 0.530157, 0.236898], [-0.237255, -0.845217, 0.137329], [0.313947, -1.719871, -0.933310], [0.619284, 1.028544, -0.691772], [0.687920, 2.579379, 3.536508], [0.910295, 3.387955, 0.717872], [2.096090, 2.351042, 1.621034], [-1.506290, -2.186094, -3.735427], [-0.426639, 3.357243, 2.697366], [1.381709, -1.599900, -1.010856], [-1.331794, -0.730783, 0.084057], [-0.145161, -1.332383, 1.176557], [-0.050747, 0.897427, 2.198750], [1.462400, 0.252105, 0.568623], [-0.970663, 1.917292, 1.090616]], "forces_ev_per_a": [[-0.52, 1.62, 0.15], [0.43, -1.47, 2.69], [2.76, 2.49, 1.11], [3.26, 0.10, 0.50], [-0.75, -3.30, 1.31], [-4.17, -6.04, -2.46], [-3.76, -0.22, 1.15], [3.47, 7.26, -1.18], [3.86, -1.63, -0.32], [-2.00, -0.80, 0.22], [-0.69, 0.62, 2.76], [-0.77, -0.81, -1.62], [-0.08, 0.21, -1.22], [-0.07, 0.45, -0.37], [0.52, -0.05, 0.04], [-0.05, -0.22, -0.08], [-0.46, -0.29, -0.32], [-1.92, 0.32, -0.16], [0.32, 0.38, -0.42], [0.27, 0.10, -0.48], [0.23, 0.47, -1.47], [-0.31, 0.42, 0.18], [1.74, -0.25, 0.38], [-1.31, 0.64, -0.40]]}